Below is a single C22H25ClN2O8 molecule, with properties calculated with the ωB97M-V functional and the def2-TZVPD basis.

The geometry in XYZ format:
```
58
Properties=species:S:1:pos:R:3:forces:R:3
H 1.186971 3.489906 1.260289 0.05 0.01 -0.01
O 0.832914 4.438510 3.323893 0.16 -0.09 -0.21
H 1.306791 3.534045 5.114033 -0.09 -0.02 -0.21
C 1.026733 -0.358666 1.194910 -0.05 0.17 -0.18
O -0.240942 6.428522 1.758782 -0.20 -0.22 -0.44
H 0.862873 5.810580 4.876955 0.00 0.00 -0.04
O -0.047447 -0.698996 -4.058775 -0.02 0.18 -0.08
H -0.881151 4.120981 6.151468 0.04 0.02 -0.09
H 1.432781 -0.244205 3.296740 0.01 -0.06 0.11
H -2.998501 3.240390 4.567852 0.05 0.10 0.01
N 0.533668 -1.586456 -1.295446 0.12 0.28 0.60
O -1.309550 2.602463 3.193245 -0.27 -0.03 -0.29
H 0.167447 -8.715511 -4.256209 0.02 -0.10 0.06
C 0.813552 0.356568 0.013699 0.13 0.24 0.68
C 0.000954 -7.787690 -4.780996 -0.03 0.14 -0.11
C 1.267599 0.299869 2.380109 0.05 0.30 0.15
H 0.717603 2.315964 -0.852180 -0.01 0.06 -0.10
O -1.577689 6.408328 5.192970 -0.11 0.27 0.23
C 0.369579 6.740980 2.980562 0.34 -0.20 0.60
C 1.119274 2.413704 1.239405 0.16 0.20 0.28
H -0.350287 -6.058230 -2.089822 -0.02 0.02 0.12
H 0.332095 -3.280450 -2.292588 -0.02 0.36 -0.09
H -0.784895 -6.651774 -7.869011 -0.02 -0.03 -0.09
H -1.799756 5.289852 3.476728 0.16 -0.08 0.13
H -2.421521 6.167563 5.597606 0.04 0.05 -0.08
H -1.185065 -2.904994 -5.095795 0.14 -0.01 0.06
N 0.297084 -2.276884 -2.434819 -0.03 -0.57 -0.18
Cl -0.447449 -9.324818 -6.952302 -0.02 -0.19 -0.10
C -0.430634 -5.420952 -6.154194 0.03 0.30 0.19
H 1.357898 -5.949569 -2.497249 0.07 0.02 0.10
O 0.016212 -4.247014 -4.060834 0.01 -0.21 0.01
C -0.169321 -3.001469 -4.687882 -0.08 0.37 -0.30
C -0.319448 -7.808655 -6.130510 -0.02 0.25 -0.03
H -0.170090 7.591566 3.397871 0.11 -0.02 0.02
H 1.423815 7.008027 2.835158 -0.08 0.03 0.05
C -0.110504 -5.390246 -4.805128 0.00 -0.34 -0.05
C -1.326858 4.001580 5.157175 0.43 0.05 -0.52
C -0.535891 -6.631855 -6.820277 0.03 -0.24 0.09
C 0.034569 -1.851198 -3.694268 0.01 -0.42 -0.01
C -0.623517 2.866441 4.391912 0.32 0.38 0.41
C 0.109006 -6.587130 -4.104516 -0.02 0.23 -0.03
H 0.609888 -7.536113 -2.254816 0.02 -0.05 0.06
C 0.281997 5.572804 3.974067 -0.45 0.64 0.03
C -1.177100 5.330416 4.387311 0.15 -0.71 -0.04
C 0.866144 1.749855 0.056034 -0.05 -0.42 -0.04
H -0.655384 1.940264 4.974221 0.07 0.13 0.01
H 0.234064 5.681280 1.376080 -0.04 0.09 0.00
H 0.379085 0.327837 -2.107852 -0.02 -0.16 -0.07
C 1.306288 1.692135 2.413299 0.00 -0.22 -0.24
O 1.628735 2.281811 3.623001 0.20 -0.05 -0.40
H -0.602658 -4.510743 -6.705503 -0.01 0.11 -0.03
H 0.544857 -2.854682 -5.509415 -0.09 -0.01 0.12
H 0.991273 -1.435529 1.158273 0.01 -0.11 0.04
C 0.550647 -0.311820 -1.245495 -0.16 -0.15 -0.85
O -2.684829 3.705508 5.357382 -0.36 -0.09 0.11
C 0.837629 3.290987 4.144879 -0.58 -0.12 0.69
H -1.042618 3.263340 2.538557 -0.06 -0.07 0.02
C 0.453078 -6.536432 -2.648584 -0.02 0.04 -0.07
```
Positions in Å, forces in eV/Å.

The calculation puts the HOMO energy at -0.3088 Eh. The calculation puts the frontier orbital gap at 8.741 eV. As for the electronic energy: -2024.9296 Ha. Its SMILES is Cc1cc(Cl)ccc1OCC(=O)N/N=C/c1ccc(O[C@H]2O[C@@H](CO)[C@H](O)[C@@H](O)[C@H]2O)cc1. The value obtained for the lowest unoccupied orbital energy is 0.34 eV. The calculation puts the largest force on an atom at 0.018 hartree/bohr.

Below is a single C22H25F2N3O5S molecule, with properties calculated with the ωB97M-V functional and the def2-TZVPD basis.

The geometry in XYZ format:
```
58
Properties=species:S:1:pos:R:3:forces:R:3
O -0.711903 -4.050716 -0.631547 0.15 0.09 0.05
C -5.841101 -1.383501 -3.153883 -0.11 -0.01 -0.06
O -2.783970 0.768856 -1.320996 -0.91 -0.81 -0.13
H 4.229775 -0.384193 2.942555 0.00 0.09 0.06
H 2.739158 4.902387 1.241490 0.04 0.05 0.05
H -4.693891 -3.103347 -2.636166 0.03 -0.10 0.02
C 2.995497 3.345238 -0.212483 -0.06 0.26 0.19
H -0.663457 1.595542 1.301911 0.02 -0.03 0.03
H 1.751469 -4.238184 -0.471489 0.10 0.17 0.01
C -3.691921 -1.319460 -2.017823 -0.41 0.63 -0.17
H -6.760222 0.515209 -3.541188 -0.07 0.05 -0.03
C 1.540363 -3.551947 1.557296 0.09 0.46 0.01
C -4.751843 -2.025544 -2.603851 0.13 0.17 0.06
N 0.849549 -2.391348 -0.499973 0.30 0.11 -0.02
C -3.803132 0.082497 -1.975737 -0.08 -0.20 -0.05
C -4.898959 0.728608 -2.520789 -0.04 0.17 0.02
N 3.058351 1.908154 -0.317556 0.26 -0.09 -0.01
H 3.375834 3.390741 1.914698 0.06 0.09 0.08
H 0.022488 0.541784 2.568629 -0.08 -0.01 -0.01
F -2.541091 2.335077 -2.915731 0.05 -0.25 -0.28
H -2.801403 -3.166291 -1.451243 0.07 0.00 0.03
H 0.935144 4.013463 2.503770 0.00 -0.06 -0.10
C 1.015400 -1.051869 -0.672047 0.00 0.32 -0.17
H 2.947632 -0.767180 4.123044 0.02 0.02 -0.01
H 2.222589 3.686554 -0.905701 0.16 0.03 0.02
H 0.543179 -3.980367 1.665707 0.03 -0.06 0.02
H 0.936226 -1.517688 2.035320 0.04 -0.05 0.04
C 3.450149 -0.767737 -0.307011 0.70 -0.31 -0.05
H 0.544889 3.589854 0.816624 0.02 0.01 0.05
H 2.566187 0.206295 2.676305 0.03 -0.01 0.01
H 2.825259 -2.876578 -0.043246 -0.14 -0.17 -0.07
C 3.174497 -0.621857 3.059283 -0.01 0.08 0.02
C -5.913346 -0.001413 -3.117329 0.15 -0.11 0.07
C 1.827961 -3.294530 0.075317 0.27 -0.50 0.35
C 2.661116 3.815416 1.207461 -0.38 -0.29 -0.24
C -0.068042 1.570231 2.222743 -0.12 0.04 0.03
C -0.419382 -2.881219 -0.753064 -0.44 -0.61 -0.10
O 0.910540 1.647054 -0.988858 0.27 0.52 0.07
H 3.855479 1.444129 0.092121 -0.04 -0.02 -0.08
C -2.587240 -2.102470 -1.518238 0.97 -0.24 0.34
H 1.372280 -2.509915 3.444263 -0.01 0.05 -0.11
C -1.317996 -1.797705 -1.175749 -0.58 0.18 -0.14
F -3.434178 2.901852 -1.041595 -0.19 -0.11 0.22
C 2.147995 -0.296623 -0.507939 -0.93 0.16 -0.04
C 1.980522 1.163291 -0.619422 0.30 0.02 -0.08
O 2.960516 -1.803854 2.330232 -0.08 -0.35 -0.13
S -0.461137 -0.267271 -1.175730 -0.19 -0.46 -0.06
H -6.633643 -1.957634 -3.608471 -0.06 -0.06 -0.03
C 1.253578 3.411048 1.637763 0.06 0.24 0.13
H -0.575059 2.165364 2.991944 -0.01 -0.03 0.01
C 1.641667 -2.284063 2.399473 -0.11 -0.21 0.10
H 2.274554 -4.270322 1.920919 -0.02 -0.08 0.04
N 4.569307 -1.027009 -0.226812 0.16 0.00 0.06
H 3.960780 3.754585 -0.521291 -0.11 -0.01 -0.06
H -4.975754 1.803380 -2.480534 0.04 0.03 0.04
H -1.525933 2.306506 -1.194211 -0.31 -0.19 -0.09
C -2.519890 2.055754 -1.594863 0.77 1.28 0.12
O 1.234565 2.042964 1.993696 0.22 0.07 -0.03
```
Positions in Å, forces in eV/Å.

The calculation puts the HOMO energy at -0.3008 Eh. The calculation puts the frontier orbital gap at 7.451 eV. As for the electronic energy: -1991.7192 Ha. Its SMILES is COCCCNC(=O)/C(C#N)=c1\s/c(=C\c2ccccc2OC(F)F)c(=O)n1CCCOC. Its relative energy (zero: lowest compared OMol25 entry of this formula, charge and spin) is 87.72 kJ/mol. The value obtained for the lowest unoccupied orbital energy is -0.73 eV. The calculation puts the largest force on an atom at 0.029 hartree/bohr.

Below is a single C22H25N3O5S molecule, with properties calculated with the ωB97M-V functional and the def2-TZVPD basis.

The geometry in XYZ format:
```
56
Properties=species:S:1:pos:R:3:forces:R:3
C 2.696449 -1.746046 2.004920 0.07 -0.18 -0.09
C -0.620763 -0.229231 1.701665 -0.13 -0.06 0.13
H -5.624532 2.863898 0.881724 -0.07 0.03 0.05
H -1.468210 -0.278174 1.009480 0.01 0.08 0.13
H 2.714263 -2.321845 2.933172 -0.06 -0.04 -0.13
N 0.473679 -4.464466 0.049937 -0.05 -0.45 0.35
C 0.742963 0.280618 -3.069625 0.02 0.45 0.33
H 1.966399 -2.193772 1.322152 0.03 -0.03 0.13
H 1.362519 3.801943 1.255038 0.08 -0.14 -0.19
H -0.713433 0.687845 2.292764 -0.04 0.00 -0.07
C 1.397221 2.813564 0.787836 0.37 0.00 0.44
H 2.683566 1.979340 2.289328 0.01 0.02 0.02
C 1.732154 0.329336 1.350262 0.36 0.25 -0.26
H -1.461064 -0.858867 -1.998606 -0.07 0.03 -0.01
H 0.188459 -1.394687 3.329772 0.01 -0.04 0.08
H -1.573892 -1.426348 3.194425 -0.13 -0.04 0.07
H -5.669107 1.619481 -1.242790 -0.07 -0.03 -0.04
C 1.699364 1.774796 1.869189 -0.17 -0.37 -0.21
C -0.636625 -2.579029 -1.037815 0.12 -0.35 0.18
H 1.461605 0.240543 -3.886784 -0.01 0.04 0.00
C -2.322151 1.930940 -0.893666 -0.17 0.34 0.57
H 2.629085 -3.485526 -1.120665 0.03 -0.02 0.00
O -0.868836 3.575259 1.967514 -0.02 0.04 0.15
C -4.720762 1.901907 -0.809803 0.06 -0.08 -0.09
C 0.645902 -1.010686 -2.332170 -0.09 -0.26 0.04
C -0.643296 -1.435607 2.632700 0.15 0.26 -0.22
C -4.697105 2.606384 0.393560 0.00 0.09 0.16
H -0.590259 -2.362537 2.067683 0.00 -0.14 -0.06
H 2.743800 -1.416339 -2.488247 0.12 0.01 -0.04
O 1.492414 -5.110463 0.185782 0.20 -0.18 0.07
H 4.079744 -1.203809 0.424954 0.05 0.03 -0.13
C -1.017123 2.991015 0.913695 0.07 0.06 -0.11
H 0.972880 1.861829 2.676710 0.05 0.06 0.05
C 4.082330 -1.743894 1.369028 -0.39 0.16 0.21
C -0.044364 1.925698 -1.006831 -0.30 -0.27 -0.65
H 4.390982 -2.768862 1.183976 0.08 -0.13 -0.07
H 2.386271 0.284298 0.462568 -0.09 -0.03 0.22
H -3.559504 1.025212 -2.386370 0.03 -0.05 -0.11
H -0.222657 0.650072 -3.406093 0.10 -0.08 -0.12
C 1.745394 -2.901171 -1.326749 -0.08 -0.24 0.18
C 1.799217 -1.754472 -2.088171 -0.23 0.02 0.00
C -0.571435 -1.438822 -1.811790 0.15 -0.04 -0.16
H 2.164460 2.804725 0.011773 -0.07 0.10 0.12
N -1.164251 1.605174 -1.543816 0.20 -0.11 -0.24
C 0.524598 -3.301606 -0.793630 0.01 1.09 -0.76
C -2.298603 2.638750 0.319209 -0.29 -0.22 -0.32
O 2.253962 -0.450653 2.386152 0.02 0.20 0.16
O 0.512053 -0.161896 0.842029 0.23 -0.11 0.08
C -3.551495 1.564360 -1.451729 -0.06 0.04 0.08
H 4.797389 -1.273303 2.038701 0.11 0.03 0.04
H -1.568759 -2.916767 -0.611151 -0.03 -0.01 0.01
H -3.445500 3.516251 1.886799 -0.01 0.04 0.08
N 0.102891 2.589756 0.169672 -0.35 0.24 0.12
S 1.413800 1.533987 -1.912024 0.40 0.05 -0.35
O -0.582201 -4.723954 0.590193 -0.19 -0.12 0.13
C -3.495303 2.971782 0.956053 0.05 0.01 0.01
```
Positions in Å, forces in eV/Å.

The calculation puts the HOMO energy at -0.3151 Eh. The calculation puts the frontier orbital gap at 8.009 eV. As for the electronic energy: -1791.9415 Ha. Its SMILES is CCOC(CCn1c(SCc2ccc([N+](=O)[O-])cc2)nc2ccccc2c1=O)OCC. Its relative energy (zero: lowest compared OMol25 entry of this formula, charge and spin) is 426.18 kJ/mol. The value obtained for the lowest unoccupied orbital energy is -0.56 eV. The calculation puts the largest force on an atom at 0.026 hartree/bohr.

Below is a molecular structure, C22H25N4O3PtS5, with properties calculated with the ωB97M-V functional and the def2-TZVPD basis.

The geometry in XYZ format:
```
60
Properties=species:S:1:pos:R:3:forces:R:3
H 0.156100 -4.904400 -5.995700 0.07 -0.09 -0.01
H -0.614000 1.261300 -4.965500 0.02 0.06 0.22
H 1.562300 -0.222900 4.408500 0.10 -0.10 -0.05
C -0.703900 3.052000 -0.238800 0.29 0.64 -0.10
S -1.327900 -3.361600 1.221200 -0.37 -0.40 -0.21
C 2.798200 0.096900 -7.032700 0.03 0.08 -0.13
H 2.979900 2.223800 1.971400 -0.06 0.03 0.11
C 2.393900 -1.914700 3.272800 0.16 -0.32 0.27
O -1.120600 2.045600 0.296000 -0.07 -0.44 0.10
N -0.525000 0.605000 -4.206900 -0.07 -0.09 -0.29
H 3.238200 -2.550100 3.561600 -0.05 0.06 0.05
Pt -0.354200 -0.177000 0.091100 -0.85 -0.13 0.03
H -2.240500 -4.760300 -6.565800 -0.02 -0.05 -0.03
S -0.673000 -0.030800 2.381700 -0.05 -0.42 -0.53
C 1.596700 -0.293200 -4.982800 0.06 0.00 0.01
N 2.746400 0.348200 2.768600 -0.29 -0.23 0.06
C -0.735000 0.978700 -2.898400 -0.19 0.10 -0.45
C -1.633900 4.187000 -0.579400 -0.16 -0.17 0.16
H 1.460800 -2.418100 3.539700 0.19 0.08 -0.04
O -1.298200 2.015400 -2.595300 -0.12 0.25 0.08
N -0.223000 0.021300 -2.068400 -0.03 -0.05 1.37
C 0.276300 -0.587100 -4.301900 -0.03 0.02 0.27
C 2.577200 1.768700 2.877400 0.03 0.16 -0.06
H 1.016700 4.266800 -0.765700 -0.08 0.14 -0.04
H -1.096300 5.120900 -0.714000 0.00 0.07 0.01
H -2.347500 -0.775600 -5.031000 -0.01 0.07 0.01
C 1.627200 -0.221900 -6.372300 -0.02 0.00 0.06
C 2.754800 -0.033100 -4.263200 -0.13 -0.06 -0.02
H 2.743700 -0.090400 -3.185500 0.03 -0.05 0.16
H 3.131800 2.133900 3.742700 -0.02 0.01 0.03
C -2.435000 -2.752500 -5.846700 -0.12 -0.09 -0.05
S -0.927600 -1.724000 3.351400 -0.05 0.58 0.39
H 3.323800 -0.444100 4.619100 -0.13 -0.03 0.00
H -2.115400 3.908200 -1.516300 0.01 0.01 -0.05
C 3.927400 0.277200 -4.930200 0.10 0.10 0.04
C -1.736700 -3.914900 -6.117600 -0.08 -0.08 -0.07
H 1.300000 -2.979800 -4.957900 0.11 -0.02 0.01
C 0.430700 -0.910700 -2.779200 0.49 -0.41 -0.59
C 3.953900 0.348400 -6.311500 0.09 -0.02 -0.04
C -0.441500 -1.742400 -4.958000 -0.20 -0.11 -0.09
H 1.515400 2.034100 2.978800 0.10 0.01 0.02
H 4.823900 0.467300 -4.360500 0.12 0.03 0.07
C 0.749700 3.236700 -0.555700 0.08 -0.18 0.01
H -2.404700 4.293600 0.182200 -0.01 -0.05 0.03
H 0.977800 2.629700 -1.430000 0.08 -0.07 -0.05
C 2.494200 -0.516400 3.906800 -0.02 -0.01 0.30
H 2.811400 0.150800 -8.111900 -0.01 0.00 -0.10
S -0.151000 -2.481300 -0.073100 0.05 0.69 0.22
C 0.256300 -2.915500 -5.224900 -0.08 0.00 0.03
H 4.872500 0.593700 -6.825900 0.06 0.01 -0.03
H 1.353700 2.848400 0.263200 -0.02 -0.07 -0.06
C -0.390800 -3.993900 -5.800500 0.10 -0.04 0.02
C -1.794700 -1.673500 -5.263700 0.14 0.09 0.06
O 1.056000 -1.865500 -2.369000 0.09 0.20 -0.45
N 2.453600 -1.636900 1.849800 -0.20 0.12 0.17
C 2.529600 -0.316200 1.608300 0.96 -0.12 -0.36
S 2.572400 0.387600 0.104000 0.18 0.12 -0.41
H -3.487500 -2.686900 -6.081500 -0.10 0.01 -0.01
H 2.025600 -2.253100 1.167700 -0.04 0.20 -0.05
H 0.726400 -0.428100 -6.935600 -0.04 -0.05 -0.04
```
Positions in Å, forces in eV/Å.

The calculation puts the HOMO energy (spin up / spin down) at -0.1281 / -0.1450 Eh. The calculation puts the frontier orbital gap (spin up / spin down) at 6.107 / 5.945 eV. As for the electronic energy: -3408.5115 Ha. Its relative energy (zero: lowest compared OMol25 entry of this formula, charge and spin) is 90.25 kJ/mol. The value obtained for the lowest unoccupied orbital energy (spin up / spin down) is 2.62 / 2.00 eV. The calculation puts the largest force on an atom at 0.027 hartree/bohr. Its net charge is -1. As for the spin multiplicity: 3.